# 1
{
  "formula": "C52H54F8N3O29V",
  "method": "wB97M-V/def2-TZVPD",
  "species": ["V", "F", "F", "F", "F", "F", "F", "F", "F", "O", "O", "O", "O", "O", "O", "O", "O", "O", "O", "O", "O", "O", "O", "O", "O", "O", "O", "O", "O", "O", "O", "O", "O", "O", "O", "O", "O", "O", "N", "N", "N", "C", "C", "C", "C", "C", "C", "C", "C", "C", "C", "C", "C", "C", "C", "C", "C", "C", "C", "C", "C", "C", "C", "C", "C", "C", "C", "C", "C", "C", "C", "C", "C", "C", "C", "C", "C", "C", "C", "C", "C", "C", "C", "C", "C", "C", "C", "C", "C", "C", "C", "C", "C", "H", "H", "H", "H", "H", "H", "H", "H", "H", "H", "H", "H", "H", "H", "H", "H", "H", "H", "H", "H", "H", "H", "H", "H", "H", "H", "H", "H", "H", "H", "H", "H", "H", "H", "H", "H", "H", "H", "H", "H", "H", "H", "H", "H", "H", "H", "H", "H", "H", "H", "H", "H", "H", "H"],
  "xyz": [[-0.2089, 1.7086, 1.8954], [-2.5032, 3.1906, -5.2045], [5.0399, 5.0997, 7.2572], [-2.6153, -6.2173, 1.4192], [4.2548, 3.2556, 6.5634], [-0.8819, -1.0513, -7.9313], [3.0875, 5.0380, 6.3747], [5.1224, -3.5149, -5.6660], [-0.1708, -3.6247, -3.5343], [0.3245, -1.0005, -1.4184], [5.7584, 5.5215, 4.7218], [3.8532, -3.1159, 1.8405], [2.5155, 1.4852, -0.3580], [-6.0234, -0.3684, 0.3059], [-6.5522, -2.4287, 0.5878], [-3.6756, -0.1524, -2.3055], [-2.0326, 0.8253, 2.6191], [-0.2248, 0.5949, 0.0088], [-1.6156, 2.8695, 0.8519], [-3.3362, 2.3964, -0.4886], [1.0741, -0.4566, 4.5521], [-0.6075, 2.6680, 3.8195], [3.1624, -1.1846, 2.6864], [0.3461, 3.3103, 5.6878], [1.5664, 0.9777, 2.9441], [-2.4564, 4.4028, -0.4862], [-4.4173, -2.2597, -2.1821], [-1.4687, 4.3250, 4.8958], [2.7975, 3.6066, -0.7332], [-3.9974, 1.6707, 3.2132], [4.0669, 4.1912, 4.0213], [-4.7150, -1.4663, 1.7556], [3.4202, -2.8770, 4.0501], [1.4020, 2.8876, 0.8270], [2.8369, 0.9058, 4.7633], [-2.7508, 0.6370, 4.7506], [-5.8217, -0.6563, -2.8905], [0.7223, -1.2782, 0.6775], [0.2774, -0.5605, -0.2253], [-0.5771, 3.4902, 4.8193], [2.2926, 2.6638, -0.0981], [0.8708, 0.9567, -5.4826], [0.5546, 0.7727, -8.2609], [-5.6367, -1.4623, 0.9890], [-1.9409, -3.9339, 1.7554], [0.3435, -4.1985, -1.2925], [3.4825, -2.4286, 2.9543], [-0.1938, -4.8927, 3.7335], [2.9337, 0.1168, 5.9525], [4.7398, -2.7066, -4.6642], [0.4741, 4.8658, -4.1874], [-1.9236, -5.2733, 2.1410], [-4.1893, 3.1065, -1.4273], [-2.5513, -0.8137, -1.7876], [4.3542, 4.2407, 2.6014], [3.0439, -1.8513, -3.2934], [3.6066, -2.2395, 0.6851], [1.3832, 1.7326, -7.6756], [3.5685, -0.8355, 1.3054], [-3.9342, 1.0819, 5.4854], [1.8170, 0.4731, 4.0022], [1.5128, 1.8545, -6.3186], [5.2119, -0.8965, -3.1699], [0.0055, -0.0608, -5.9880], [-1.4916, 3.5327, -4.3374], [0.6357, -5.2325, -0.4084], [-2.4016, 3.1801, -0.0034], [-0.1315, -3.5870, 3.2849], [-4.7558, -0.9788, -2.4493], [-1.1558, -5.7101, 3.1705], [-7.3984, -2.0235, -0.5501], [-3.0115, -2.2864, -1.8658], [5.6548, -1.7613, -4.1049], [-4.8042, 1.6683, 4.4044], [-0.1167, -0.0987, -7.3563], [0.6996, 4.2679, -2.8988], [-2.8867, 1.0333, 3.4559], [0.8532, -6.5399, -0.7898], [0.6993, -6.8922, -2.1583], [4.7844, 4.8220, 4.9332], [0.1625, -4.5484, -2.5807], [0.4034, -5.8419, -3.0164], [1.4714, -0.5638, 5.9409], [4.8111, 2.8827, 2.0905], [-0.6317, 4.4773, -4.8366], [-7.2672, -0.4869, -0.4220], [-0.1591, 3.3380, -2.3467], [-3.5693, 4.4957, -1.4250], [4.2679, 4.5457, 6.3114], [3.8888, -0.9045, -2.7736], [-1.0277, -3.0996, 2.3727], [3.4270, -2.8022, -4.2425], [-1.3293, 2.9916, -3.1165], [-0.0766, 2.9721, -1.3890], [4.9838, 2.8861, 1.0175], [-2.5249, -0.5813, -0.7436], [1.5712, 4.5467, -2.2705], [2.7470, -3.4955, -4.8104], [1.0509, -7.3995, -0.1038], [0.7728, 0.0674, 6.5471], [-3.5765, 1.7603, 6.3000], [-5.2450, 3.1022, -0.9868], [3.4190, -0.2104, -2.1094], [-1.1602, -6.6995, 3.4669], [4.5695, -0.3626, 1.3475], [-2.6738, -3.5497, 0.9955], [5.0634, 5.0606, 2.3953], [-8.0512, -0.0282, 0.2361], [-4.2411, 5.3324, -1.1825], [0.2945, -3.1439, -0.9769], [-0.7916, 4.9509, -5.7702], [1.4012, -1.6119, 6.1563], [1.1111, 0.9639, -4.4425], [2.1272, 2.6419, -5.8830], [0.7380, -4.9525, 0.6371], [3.0463, 0.7522, 6.8067], [4.3588, -2.4003, -0.1099], [3.6710, -0.6405, 5.8059], [-2.5280, -2.9557, -2.6300], [1.1649, 5.6009, -4.5268], [-4.3450, 0.2282, 5.9326], [1.8959, 2.3650, -8.3993], [1.9811, -1.9467, -2.9994], [0.8007, -7.9135, -2.5606], [2.6484, -2.5816, 0.2556], [4.0271, 2.1730, 2.3930], [-8.4088, -2.4339, -0.2747], [-3.2374, 4.6674, -2.4640], [0.2243, -5.9549, -4.0633], [-1.0003, -2.0531, 2.1446], [-4.2654, 2.5671, -2.3871], [3.4058, 4.4702, 2.1495], [5.8853, -0.0810, -2.8364], [-2.9104, -2.6984, -0.8711], [-5.0605, 2.6715, 4.6151], [0.3934, -5.3575, 4.5556], [2.8713, -0.1083, 0.8728], [5.7563, 2.6517, 2.5682], [0.6164, -2.8839, 3.7162], [-7.0236, -2.3990, -1.5212], [0.2767, 0.7614, -9.3234], [6.6911, -1.7330, -4.4518], [-1.6274, -0.5706, -2.2808], [-0.4447, -0.7333, -5.2197], [-7.1897, 0.0523, -1.3577], [-1.9622, 2.1837, -2.7902], [-5.6424, 1.0570, 4.0949]],
  "atomic_forces_ev_per_a": [[1.03, 0.06, -0.29], [0.09, -0.17, 0.88], [0.08, 0.31, 0.01], [-0.07, 0.70, 0.52], [-0.26, -1.40, 0.23], [-0.33, -0.16, 0.06], [-2.53, 0.82, 0.74], [0.55, -0.15, -0.19], [0.10, -0.22, 0.40], [-0.29, 1.20, 1.34], [-1.00, -0.57, 0.35], [0.06, 0.89, -0.03], [0.78, -0.12, -0.41], [0.60, 1.66, -0.39], [1.17, -1.03, 0.55], [-2.03, 0.69, -0.96], [-0.82, -0.46, 0.54], [0.20, -1.03, -0.02], [-0.03, 0.14, -0.42], [-0.75, -0.87, -0.75], [0.26, -0.04, 1.00], [0.09, 0.61, 0.47], [0.38, 1.37, -1.33], [-2.00, 0.75, -1.54], [-0.16, 0.26, -0.84], [-1.02, 1.07, -1.18], [0.12, 1.12, 0.28], [0.43, 0.03, 0.47], [-0.19, -0.70, 1.06], [-0.25, 0.36, 0.28], [-0.25, -0.35, 0.71], [-1.14, -0.92, -0.66], [0.07, -0.85, 1.19], [0.76, 0.80, -0.55], [-0.16, -0.29, -0.22], [-0.93, 0.52, -0.80], [0.24, 0.26, 0.36], [-0.52, 0.87, 0.10], [0.42, -0.63, -1.09], [1.53, -1.55, 0.31], [-1.78, -0.01, 0.38], [-0.54, -0.90, -0.79], [-0.88, -0.37, 1.72], [-1.87, 0.39, -1.61], [-1.03, -0.26, -0.76], [-0.09, 0.94, 1.00], [0.15, -0.54, -1.22], [-0.26, -0.29, 0.63], [-2.85, -1.14, -0.89], [0.26, 0.85, 0.82], [0.82, -1.29, 3.49], [-0.63, 0.30, -1.33], [-1.76, -0.47, 1.55], [-0.92, -1.62, 0.40], [0.46, 0.62, -0.50], [-1.99, -1.45, -0.24], [-0.36, -0.53, -0.45], [-0.52, -0.15, -2.18], [0.18, -0.53, 0.40], [2.01, 0.59, 0.08], [0.07, 1.17, 0.16], [0.33, 0.04, 0.93], [0.33, 2.12, 0.88], [1.13, 1.00, 1.35], [-0.50, 0.21, -1.36], [0.53, 0.17, 1.12], [0.27, 0.06, 0.93], [1.78, 0.81, 1.66], [1.24, -0.11, -0.94], [0.90, 0.58, -0.09], [-0.09, 0.39, 1.40], [0.95, -1.16, -0.48], [0.14, -2.23, -1.91], [-0.04, -0.37, -0.86], [0.33, 0.25, -1.24], [1.04, 0.64, 0.37], [2.36, -0.68, 0.17], [-0.41, -1.89, -0.89], [0.14, 1.02, 0.45], [2.33, 0.65, -2.49], [0.52, -0.45, -1.06], [-0.72, -0.16, -0.48], [0.45, 1.47, 0.14], [-0.18, 0.31, 0.99], [-0.06, 0.75, -1.29], [-0.38, -0.43, 1.35], [-1.79, 1.33, -3.53], [0.27, 0.30, -1.26], [1.56, 0.05, 0.16], [-0.77, -0.39, 0.09], [-0.57, 0.16, -0.44], [0.58, 0.15, -1.01], [1.25, -1.00, 1.27], [0.59, -0.93, 1.92], [-0.32, 0.10, -0.10], [0.56, 0.53, 0.63], [-0.62, -0.11, -0.72], [0.62, 0.78, 1.06], [-0.10, 1.26, -0.24], [0.46, -0.69, -0.49], [-0.44, -0.21, -0.94], [1.42, -0.03, -0.45], [0.29, 0.59, 0.48], [-0.34, -2.01, 0.38], [-0.41, -0.34, 0.14], [0.90, -0.59, 0.91], [-0.22, -0.42, 0.20], [0.49, -0.50, -0.61], [0.31, -0.49, 0.45], [-0.13, -0.64, -0.06], [-0.63, 0.02, -0.99], [0.28, -0.36, 0.50], [-0.21, 0.16, 0.65], [-0.03, -0.28, -0.13], [0.03, -0.14, -0.02], [0.32, 0.28, 0.31], [-0.04, 0.16, 0.78], [0.76, -0.34, 0.14], [-0.24, 0.87, 0.79], [0.25, 0.40, -0.45], [-0.71, -1.22, 0.63], [0.05, 0.25, 0.49], [0.72, 0.62, 0.13], [0.05, 0.64, 0.45], [0.26, 0.54, 0.30], [0.40, -0.09, -0.34], [0.99, 0.52, -0.61], [0.57, 0.28, 0.70], [0.10, -0.53, -0.62], [0.00, 0.32, -0.21], [0.55, 0.33, 0.45], [-0.42, 0.25, -0.16], [-0.44, -0.73, -0.01], [0.07, -0.51, -0.05], [-0.56, 1.01, 0.11], [-0.10, 0.88, -0.79], [0.08, -0.54, 0.29], [0.18, -0.38, 0.15], [-0.62, -0.62, -0.38], [-0.04, 0.04, 0.76], [0.48, -0.20, 0.55], [-0.41, -0.09, -0.01], [0.07, 0.15, -0.30], [0.19, 0.35, -1.27], [0.11, -0.11, 0.03], [-0.30, -0.09, 0.15], [-0.46, -0.03, 0.60]],
  "multiplicity": 4,
  "energy_ha": -6102.93698,
  "charge": -1
}

# 2
{
  "formula": "C2H5NO2S",
  "method": "wB97M-V/def2-TZVPD",
  "species": ["S", "O", "O", "N", "C", "C", "H", "H", "H", "H", "H"],
  "xyz": [[-2.3184, -0.0008, -0.1437], [-2.7202, 1.3451, -0.4269], [-3.2882, -1.0131, -0.3522], [-1.3799, -0.2725, 1.3232], [0.3642, 0.7361, 0.0049], [-0.5919, -0.3427, 0.0665], [-1.4341, -1.1163, 1.8246], [0.1156, 1.3724, 0.7886], [1.4248, 0.6722, -0.0649], [-0.5149, -1.8254, -0.2253], [0.1799, 1.3362, -0.9433]],
  "atomic_forces_ev_per_a": [[1.17, 0.25, 2.47], [0.73, 0.05, 0.29], [-0.22, -1.31, -0.57], [-1.37, 2.23, -1.42], [0.77, 1.90, -3.75], [-1.40, -5.99, -0.60], [-0.63, -1.29, 0.51], [-0.29, 1.19, 1.42], [0.84, -1.22, 0.37], [0.49, 4.74, 0.33], [-0.09, -0.55, 0.94]],
  "relative_energy_kj_mol": 460.6
}

# 3
{
  "formula": "C3H10N2",
  "method": "wB97M-V/def2-TZVPD",
  "species": ["N", "N", "C", "C", "C", "H", "H", "H", "H", "H", "H", "H", "H", "H", "H"],
  "xyz": [[-1.8594, 1.0036, 1.9236], [2.6271, -0.7081, -1.0050], [1.5811, -1.4201, -1.7657], [-1.3224, 2.1201, 1.7357], [-1.9376, -0.0425, 0.9461], [-1.4107, 2.8096, 2.5783], [2.6321, 0.2674, -1.2906], [-0.7738, 2.5282, 0.8800], [2.0712, -1.9975, -2.5494], [-2.8717, -0.0340, 0.3862], [0.8911, -1.9891, -1.1522], [-1.1571, -0.0492, 0.1700], [0.9530, -0.7256, -2.3386], [2.4863, -0.7792, -0.0152], [-1.9090, -0.9837, 1.4967]],
  "atomic_forces_ev_per_a": [[-0.55, 0.08, -0.05], [-0.35, 0.05, -0.59], [0.27, 0.87, -0.69], [0.01, 0.51, 0.71], [0.53, -0.50, -0.47], [0.18, 0.10, -0.12], [0.12, -0.24, 0.41], [-0.10, -0.53, -0.37], [-0.19, -0.60, 0.26], [-0.29, 0.25, 0.29], [0.25, -0.36, 0.10], [0.17, 0.16, 0.23], [-0.04, 0.11, 0.25], [-0.09, 0.18, 0.28], [0.06, -0.08, -0.22]],
  "relative_energy_kj_mol": 155.6
}

# 4
{
  "formula": "C5H12FNO2S2",
  "method": "wB97M-V/def2-TZVPD",
  "species": ["S", "S", "F", "O", "O", "N", "C", "C", "C", "C", "C", "H", "H", "H", "H", "H", "H", "H", "H", "H", "H", "H", "H"],
  "xyz": [[-1.8196, 0.2429, 0.3807], [0.7320, 1.4682, 0.6127], [2.8479, 1.0095, -0.7697], [-2.8238, 0.9774, 1.0887], [-0.3774, 0.4202, 1.2352], [-1.5824, 0.4520, -1.1020], [-1.9766, -1.5308, 0.6954], [2.9155, -0.0802, 1.3187], [1.4905, -0.9129, -0.6261], [-2.1147, 1.6120, -1.7710], [2.0739, 0.2777, 0.1082], [-3.0329, -1.7451, 0.8023], [-1.3093, 2.3141, -2.0017], [3.3253, 0.8276, 1.7538], [-2.5772, 1.2816, -2.7019], [2.2862, -1.4152, -1.1728], [-2.8619, 2.1143, -1.1525], [2.2925, -0.5746, 2.0582], [3.7343, -0.7371, 1.0314], [-1.4446, -1.7639, 1.6107], [-1.5546, -2.0453, -0.1578], [1.0548, -1.6074, 0.0857], [0.7223, -0.5851, -1.3261]],
  "atomic_forces_ev_per_a": [[0.44, -0.77, -1.39], [0.61, 0.44, -0.22], [0.09, 0.33, -0.13], [-0.03, 0.15, 0.43], [-0.58, -0.28, 0.04], [0.00, -1.03, 1.44], [0.19, 0.78, -0.06], [-0.03, 0.17, -0.31], [-0.01, 0.25, -0.03], [-0.10, 0.45, -0.12], [-0.53, -0.39, 0.41], [-0.15, 0.07, -0.06], [-0.10, 0.02, -0.04], [0.03, 0.03, 0.06], [0.00, 0.12, 0.02], [0.12, -0.06, 0.05], [-0.04, 0.14, -0.18], [-0.05, -0.06, 0.09], [0.04, -0.12, -0.05], [0.00, -0.01, 0.08], [0.09, -0.05, -0.08], [-0.05, -0.11, 0.05], [0.05, -0.06, 0.00]],
  "relative_energy_kj_mol": 0.0
}

What is the formula in the second record?
C2H5NO2S